*a*
18
Properties=species:S:1:pos:R:3 method="wB97M-V/def2-TZVPD" orbital_gap_ev=8.57 charge=+1
N 1.789 0.324 0.992
C -0.499 -2.234 -0.226
H 1.850 -0.281 1.772
H -1.802 0.360 0.481
C -0.930 -0.123 0.945
H -0.776 -3.236 -0.707
O 0.419 2.389 -0.198
C 0.401 1.195 -0.726
H 2.637 0.474 0.482
C 0.843 -0.014 0.090
C -1.223 -1.508 0.570
H -0.828 0.067 2.088
H -0.437 2.178 -2.247
S 0.951 -1.571 -0.938
H 0.547 2.334 0.741
H -2.081 -1.818 1.085
H -0.600 0.302 -2.357
N -0.262 1.161 -1.847

*b*
18
Properties=species:S:1:pos:R:3 method="wB97M-V/def2-TZVPD" orbital_gap_ev=8.13 charge=+1
O 2.841 -2.206 0.210
S 0.219 -1.855 0.529
C -0.493 2.966 -0.680
H 0.359 0.902 0.644
C -1.213 0.577 -0.218
H -2.368 2.261 -0.689
C -1.253 1.922 -0.529
N -0.242 0.140 0.583
C 1.797 -2.058 0.499
H 0.127 -3.942 1.715
H -2.101 -0.014 -0.573
H -1.085 3.845 -0.592
C 0.097 -3.775 0.693
H -0.926 -3.828 0.330
H 0.586 -4.411 -0.112
H 1.475 3.935 -0.772
N 0.858 3.175 -0.689
H 1.323 2.365 -0.351

Winner for stability: *a*

*a*
18
Properties=species:S:1:pos:R:3 method="wB97M-V/def2-TZVPD" orbital_gap_ev=9.75 charge=+1 smiles="C=[S@](C)(O)=C1C=NC=[NH+]1"
H -1.428 -0.765 -2.481
O -0.695 -0.285 -2.085
H -3.150 0.662 0.025
H -0.840 2.599 -0.019
H 0.694 2.041 -0.815
C -0.351 1.980 -0.845
C 0.587 -0.465 0.275
N 0.763 -0.717 1.598
H 2.357 -1.609 2.774
C -2.215 0.078 0.302
H -0.804 2.298 -1.738
C 1.799 -0.870 -0.365
C 2.024 -1.240 1.749
N 2.609 -1.373 0.640
H 0.131 -0.700 2.392
S -0.810 0.238 -0.518
H 1.825 -0.961 -1.515
H -2.496 -0.911 0.624

*b*
18
Properties=species:S:1:pos:R:3 method="wB97M-V/def2-TZVPD" orbital_gap_ev=7.80 charge=+1
C 2.229 0.578 0.401
H -0.871 -0.565 1.064
C -2.047 0.218 -0.534
H 0.516 -3.127 -0.521
H -2.303 0.130 -1.661
H 1.768 0.557 1.410
H -3.696 1.343 -0.287
S 1.580 0.423 -1.119
C 0.913 -2.150 -0.291
H -0.061 -1.334 -1.878
H 4.041 0.884 -0.395
H 3.993 1.306 1.230
H -2.992 0.848 1.129
N -3.128 0.637 0.126
C 0.090 -1.025 -0.904
O 1.806 -1.942 0.468
N 3.457 1.107 0.415
C -0.966 -0.422 -0.055

Winner for stability: *b*

*a*
15
Properties=species:S:1:pos:R:3 method="wB97M-V/def2-TZVPD" orbital_gap_ev="7.61 / 7.61"
C 0.365 -0.686 0.414
H 1.435 3.502 -1.508
S 1.843 1.108 -1.868
C -0.503 -2.195 2.137
S 0.141 0.002 -1.753
C -0.100 -1.865 0.685
H -1.301 3.000 -1.482
N -0.921 1.124 -1.910
C 0.894 2.645 -1.737
H -0.404 -2.586 -0.089
H 0.674 0.068 1.228
C -0.440 2.404 -1.785
H 0.197 -1.559 2.722
H -1.507 -1.753 2.521
H -0.373 -3.209 2.426

*b*
15
Properties=species:S:1:pos:R:3 method="wB97M-V/def2-TZVPD" orbital_gap_ev=6.95
C 1.329 -0.561 -1.005
C 1.088 -1.708 -0.031
H 0.936 -0.530 2.036
H 1.563 -2.727 -0.093
C 1.511 -0.482 1.064
C -0.745 -0.462 0.022
N -0.310 -1.687 0.203
H -0.906 -2.624 -1.117
H 1.805 2.061 -0.781
H 2.310 -0.041 -1.294
S -2.319 0.114 0.015
H 2.344 0.131 1.044
S 0.515 1.999 0.000
H 0.662 -0.592 -1.843
C 0.535 0.268 0.017

Winner for stability: *a*

*a*
15
Properties=species:S:1:pos:R:3 method="wB97M-V/def2-TZVPD" orbital_gap_ev=8.15
S 2.588 -0.834 -0.096
C -0.202 0.834 -1.150
H 0.019 -1.722 1.759
H -0.833 1.271 -1.881
H -0.649 0.309 2.261
H 1.027 0.571 1.548
H 0.857 1.326 -1.433
C -0.262 -1.190 0.827
C -0.079 0.385 1.316
H -0.558 2.362 0.267
C 0.788 -1.111 -0.155
N -0.634 1.274 0.220
C -0.268 -0.777 -1.163
H 0.061 -1.308 -2.192
S -1.855 -1.389 -0.128

*b*
15
Properties=species:S:1:pos:R:3 method="wB97M-V/def2-TZVPD" orbital_gap_ev=8.12 smiles="C=CN1C[C@@H](S)C1=S"
S 0.805 3.074 -0.048
H -3.761 -0.721 -0.028
N -0.382 0.501 -0.500
C 0.571 1.420 -0.296
H -1.948 1.479 -1.184
C 1.552 0.264 0.397
C -2.468 -0.661 -0.126
C -1.771 0.600 -0.570
H -0.329 -1.043 0.912
H 3.486 -1.443 0.270
H 0.702 -1.520 -0.582
H 1.555 0.376 1.598
H -1.776 -1.512 0.523
S 3.311 -0.192 -0.466
C 0.453 -0.620 0.100

*c*
15
Properties=species:S:1:pos:R:3 method="wB97M-V/def2-TZVPD" orbital_gap_ev=8.68 smiles="CS[C@@H]1C=CC=NS1"
C 1.545 -0.748 -1.690
H -1.420 -0.297 0.772
C 0.609 -1.398 0.567
C 1.553 -1.499 -0.367
C -0.335 -0.206 0.372
H -1.738 2.825 1.836
H 2.460 -0.646 -2.197
H -2.382 1.172 1.215
H -1.409 2.222 -0.197
C -1.472 1.869 0.969
S -0.995 -0.078 -1.396
H 0.578 -1.834 1.629
H 2.346 -2.303 -0.418
N 0.487 -0.290 -2.240
S 0.172 1.212 1.144

Winner for stability: *c*

*a*
15
Properties=species:S:1:pos:R:3 method="wB97M-V/def2-TZVPD" orbital_gap_ev=9.78
H 2.223 0.245 -0.075
N 1.508 -1.526 -0.373
C 0.569 -0.654 -1.045
H 0.903 0.574 2.083
C 1.283 -0.158 0.079
H 0.160 1.665 -0.399
H -2.922 1.262 0.770
H 0.896 -0.361 -1.991
S -0.939 -1.153 0.980
C 0.334 0.225 1.085
S -1.900 2.243 0.363
C -0.888 -0.449 -0.551
C -0.608 0.982 0.048
H -1.571 -0.761 -1.277
H 0.951 -2.133 0.302

*b*
15
Properties=species:S:1:pos:R:3 method="wB97M-V/def2-TZVPD" orbital_gap_ev=8.16
C 0.667 0.073 -1.164
H -0.253 -1.873 -0.948
C -0.490 -0.871 -1.160
N -1.366 -0.407 0.011
C 0.700 0.959 0.813
H -1.044 -0.889 -2.195
H 0.905 1.408 1.840
H 1.205 -0.104 -2.008
C 1.631 0.130 0.113
H -2.514 -0.751 0.235
C -0.729 0.212 1.246
S 0.228 1.831 -0.782
H -1.476 0.908 1.704
H -0.655 -0.566 2.308
S 3.191 -0.059 -0.013

Winner for stability: *a*

*a*
18
Properties=species:S:1:pos:R:3 method="wB97M-V/def2-TZVPD" orbital_gap_ev=9.11
C 0.567 -0.919 1.979
O -0.675 -1.007 1.279
N 1.294 1.719 -1.210
H -0.520 -1.633 0.196
N 0.960 0.353 -1.102
H 1.363 -0.667 1.275
H 0.747 -1.876 2.474
H -2.123 0.344 0.339
H 1.363 2.126 -0.284
H -1.574 -1.586 -1.382
H 0.496 -0.137 2.738
H -0.631 1.332 0.785
H 0.614 2.248 -1.759
C -0.442 -0.002 -0.982
N -0.590 -1.371 -1.241
H 1.341 -0.163 -1.888
C -1.044 0.447 0.301
H -1.146 0.792 -1.519

*b*
18
Properties=species:S:1:pos:R:3 method="wB97M-V/def2-TZVPD" orbital_gap_ev=7.60
O 1.289 -0.036 0.953
H 0.967 1.999 0.691
C -1.322 -1.650 1.474
H 2.657 1.474 0.748
H -0.244 -1.743 1.541
C -0.716 -0.498 -0.568
N -0.944 0.298 -1.582
H 0.342 -0.652 -0.326
H -1.843 0.732 -1.724
H -0.092 0.772 -1.902
H -1.632 -1.033 2.313
H 2.029 2.005 -1.418
H 2.302 0.409 -1.329
N -1.644 -0.989 0.221
C 1.638 1.147 0.445
N 1.623 1.130 -1.094
H -2.603 -0.744 0.026
H -1.807 -2.621 1.530

Winner for stability: *b*